Record 1
Here is a 13-piece molecular cluster, C34H86N8O13S5 overall at a distorted geometry from the Open Molecules 2025 dataset. Energies are from wB97M-V/def2-TZVPD.

Computed properties:
ΔE to the lowest compared entry with this formula, charge and spin   0.00 kJ/mol
E   -129367.6154 eV
LUMO level   -0.2 eV
Gap between HOMO and LUMO   0.300 Eh
HOMO level   -8.36 eV

CARTESIAN COORDINATES (ANGSTROEM)
C: 0.23590 -7.70253 1.19371
C: 1.26740 -6.65604 0.80724
O: 2.09055 -6.25735 1.63145
N: 1.19175 -6.20594 -0.46698
C: 2.09155 -5.22947 -1.05268
H: 0.78006 -8.56352 1.57713
H: -0.40760 -7.98628 0.36477
H: -0.37021 -7.27927 1.99346
H: 0.51938 -6.65642 -1.06750
H: 1.56369 -4.28727 -1.21158
H: 2.46628 -5.59546 -2.00675
H: 2.91687 -4.98685 -0.40142
C: -1.63194 8.82769 0.77078
C: -1.15845 7.98658 -0.38682
O: -1.15981 8.41290 -1.52458
N: -0.75681 6.72582 -0.07833
C: -0.38789 5.75605 -1.08164
H: -1.15404 9.80084 0.68301
H: -1.43755 8.35993 1.73401
H: -2.70367 8.99084 0.66361
H: -0.68476 6.42422 0.87619
H: 0.56224 5.28567 -0.81207
H: -0.14393 6.21444 -2.04139
H: -1.19939 5.05095 -1.25218
C: 0.37378 -1.68697 0.25776
C: 0.04827 -0.36143 -0.40222
O: -0.90514 -0.24567 -1.17544
N: 0.84446 0.65313 -0.03704
C: 0.56091 2.03232 -0.41017
H: -0.56142 -2.23695 0.32985
H: 0.80310 -1.52420 1.24746
H: 1.09238 -2.20954 -0.37537
H: 1.29914 0.48774 0.85332
H: 0.40118 2.51331 0.55798
H: -0.36342 2.06135 -0.97863
H: 1.33114 2.59332 -0.93768
C: -2.77789 -4.58093 -0.39500
C: -2.31745 -5.36719 -1.60948
O: -1.67830 -6.39886 -1.48979
N: -2.48614 -4.76294 -2.80797
C: -2.26752 -5.46696 -4.07191
H: -2.00607 -4.59325 0.36762
H: -3.73964 -4.96880 -0.06393
H: -2.93591 -3.53338 -0.67743
H: -2.99435 -3.89627 -2.85012
H: -3.17118 -5.94672 -4.44138
H: -1.47097 -6.18728 -3.91446
H: -1.91070 -4.73320 -4.79491
C: 4.34645 -0.43102 -0.10672
C: 4.36811 -1.93124 -0.20127
O: 3.63163 -2.54317 -0.94245
N: 5.34242 -2.52928 0.53976
C: 5.61203 -3.94082 0.53253
H: 3.43570 0.02634 -0.47660
H: 5.15577 -0.00089 -0.71140
H: 4.57979 -0.07789 0.89990
H: 5.91075 -1.91668 1.09680
H: 4.69894 -4.52399 0.52108
H: 6.23929 -4.23991 1.37045
H: 6.22447 -4.19188 -0.34331
C: -4.08708 5.40584 -5.94875
C: -3.53183 4.59441 -4.81581
O: -4.22170 4.27108 -3.86341
N: -2.19981 4.34903 -4.86438
C: -1.54999 3.48802 -3.94005
H: -4.29664 6.42584 -5.64148
H: -5.00597 4.93528 -6.30692
H: -3.47536 5.40385 -6.85706
H: -1.67426 4.71610 -5.63726
H: -1.54879 2.45864 -4.31847
H: -2.06208 3.45706 -2.98350
H: -0.51189 3.73436 -3.71373
C: 4.13431 3.47608 -1.84663
C: 3.71024 4.00335 -3.19884
O: 3.99758 3.42024 -4.23262
N: 2.80702 5.02278 -3.17073
C: 2.08909 5.47932 -4.31659
H: 4.72853 4.22773 -1.32105
H: 4.72115 2.56876 -1.91229
H: 3.22663 3.26191 -1.28173
H: 2.46445 5.21980 -2.24582
H: 2.71301 5.41362 -5.20202
H: 1.76590 6.50102 -4.12749
H: 1.19808 4.87409 -4.51873
C: -1.34004 -1.14830 6.14770
C: -1.45124 0.12468 5.34273
O: -2.04229 1.10135 5.78716
N: -0.78702 0.11849 4.16197
C: -0.66332 1.27147 3.31212
H: -1.55459 -2.03518 5.54615
H: -2.01457 -1.10411 6.99677
H: -0.32525 -1.27155 6.53248
H: -0.44570 -0.77287 3.82148
H: -0.95033 1.13532 2.27030
H: 0.33653 1.71986 3.36616
H: -1.29931 2.07521 3.69345
C: -5.59870 -0.61963 3.11757
S: -5.20056 -2.00874 2.03759
O: -5.47185 -1.60407 0.63361
C: -3.43254 -1.99812 2.30932
H: -6.68206 -0.56601 3.14893
H: -5.09111 0.28290 2.78527
H: -5.20568 -0.86256 4.10799
H: -2.96861 -1.02995 2.14849
H: -3.01780 -2.64249 1.52582
H: -3.21259 -2.46324 3.26721
C: 0.57363 -0.02494 -4.19495
S: 0.08694 -1.59198 -4.86899
O: 1.17690 -2.01763 -5.77306
C: 0.19251 -2.58486 -3.39768
H: -0.17889 0.32595 -3.48249
H: 0.63693 0.68318 -5.01699
H: 1.52875 -0.12208 -3.67738
H: 1.16108 -2.48444 -2.88559
H: 0.14267 -3.63643 -3.67591
H: -0.51693 -2.34471 -2.60323
C: 2.53968 0.20553 4.72387
S: 3.46599 0.41060 3.20740
O: 2.45743 0.94275 2.25771
C: 4.47936 1.76849 3.79175
H: 1.69736 -0.43226 4.43569
H: 2.11963 1.15078 5.06259
H: 3.11037 -0.34633 5.47035
H: 5.18212 2.04980 3.00635
H: 4.99046 1.55061 4.72554
H: 3.82492 2.63488 3.92442
C: -4.79510 3.27607 -0.66849
S: -3.17940 2.46714 -0.62931
O: -2.39565 3.03607 0.50254
C: -3.82549 0.84230 -0.10809
H: -4.85876 3.91778 0.20815
H: -5.58476 2.52762 -0.68646
H: -4.86812 3.86118 -1.58500
H: -4.54114 1.10566 0.66635
H: -3.00795 0.24818 0.27346
H: -4.31915 0.45769 -0.99451
C: 1.31060 -4.36026 5.20017
S: 1.27289 -3.68000 3.52507
O: 0.61572 -2.34644 3.74704
C: 3.06634 -3.50550 3.49832
H: 0.66560 -5.24431 5.20915
H: 1.01611 -3.67996 5.99297
H: 2.28873 -4.78163 5.43921
H: 3.42548 -4.53068 3.39926
H: 3.42410 -2.90021 4.32835
H: 3.44386 -3.02810 2.58621

=====

Record 2
Here is C24H29N3O3PtS as an isolated structure from the Open Molecules 2025 dataset. Energies are from wB97M-V/def2-TZVPD.

Computed properties:
ΔE to the lowest compared entry with this formula, charge and spin   126.37 kJ/mol
E   -50054.1756 eV
LUMO level   -0.9 eV
Gap between HOMO and LUMO   0.210 Eh
HOMO level   -6.63 eV

CARTESIAN COORDINATES (ANGSTROEM)
Pt: -2.02236 0.88579 0.09722
O: -4.86622 1.01418 2.80562
C: -4.00729 1.55702 2.13892
O: -3.76658 1.18481 0.90127
C: -3.27053 2.75061 2.71021
C: -3.78417 3.24770 3.91285
C: -3.19456 4.29766 4.58710
C: -2.04788 4.87825 4.05499
C: -1.53639 4.41830 2.85873
C: -2.13911 3.36191 2.15869
S: -1.34492 3.00341 0.62600
H: -4.66923 2.76344 4.30168
H: -3.61290 4.65367 5.51985
H: -1.55282 5.69224 4.57260
H: -0.65277 4.87822 2.43101
C: 1.02651 -3.72755 -0.38966
C: -0.00049 -3.23544 -1.39279
N: -1.01543 -2.43566 -0.71578
C: -1.04473 -2.19569 0.63691
N: -1.66602 -1.15000 1.07204
C: -1.89287 -1.01390 2.50981
C: -1.94791 -2.36977 3.19136
C: -0.67029 -3.12203 2.87772
N: -0.45587 -3.13341 1.43365
C: 0.29736 -4.22803 0.84532
H: 1.68667 -2.90670 -0.09518
H: 1.63375 -4.51723 -0.83086
H: -0.47558 -4.08994 -1.88117
H: 0.48339 -2.63837 -2.17049
H: -1.44182 -1.69113 -1.24356
H: -2.83161 -0.48674 2.65408
H: -1.09763 -0.40401 2.95215
H: -2.80552 -2.92772 2.80661
H: -2.06403 -2.25353 4.26895
H: -0.73764 -4.15742 3.21489
H: 0.18019 -2.65538 3.38427
H: -0.36294 -5.06180 0.57428
H: 1.00575 -4.58437 1.59198
C: 4.72754 0.71898 -5.25076
C: 3.66369 0.72385 -4.18968
C: 3.99276 0.86145 -2.84583
C: 3.02419 0.85783 -1.85624
C: 3.45934 1.01116 -0.41489
C: 1.66993 0.71573 -2.22751
C: 0.69044 0.64182 -1.16406
O: -0.51405 0.47661 -1.32327
C: 1.31393 0.59232 -3.59229
C: -0.11219 0.45672 -4.05458
C: 2.32247 0.59363 -4.53929
H: 5.72284 0.78156 -4.81412
H: 4.59562 1.56488 -5.92797
H: 4.66682 -0.19133 -5.84953
H: 5.03401 0.97473 -2.56625
H: 4.54351 1.08501 -0.35963
H: 3.15459 0.15873 0.19537
H: 3.03525 1.91015 0.03727
H: 1.06271 0.71503 -0.13833
H: -0.56510 -0.46061 -3.67488
H: -0.15420 0.44093 -5.14221
H: -0.72793 1.27706 -3.68587
H: 2.05828 0.49240 -5.58671

=====

Record 3
Here is an isolated ion of composition C5H13N2S and charge +1 at a distorted geometry from the Open Molecules 2025 dataset. Energies are from wB97M-V/def2-TZVPD.

Computed properties:
ΔE to the lowest compared entry with this formula, charge and spin   318.54 kJ/mol
E   -19201.5685 eV
Total charge   +1
LUMO level   -3.2 eV
Gap between HOMO and LUMO   0.374 Eh
SMILES string   CCN(S)[C@@H]1CC[NH2+]1
HOMO level   -13.33 eV

CARTESIAN COORDINATES (ANGSTROEM)
C: -2.48895 -0.66429 0.83787
C: -1.60855 -0.59183 -0.41988
N: -0.60234 0.40918 -0.14725
S: -1.01978 2.06425 -0.12143
C: 0.84750 0.37720 -0.80759
C: 1.66739 -0.90878 -0.43018
C: 2.49225 -0.07133 0.57046
N: 1.65854 1.08134 0.21219
H: -1.82507 -1.09585 1.56128
H: -2.76226 0.35070 1.19847
H: -3.43882 -1.03727 0.60261
H: -0.82784 -1.42257 -0.54832
H: -2.20756 -0.38418 -1.30780
H: -1.14364 2.53218 1.15284
H: 0.71853 0.77821 -1.78943
H: 2.26505 -1.39039 -1.21987
H: 1.05705 -1.74194 -0.06639
H: 2.68591 -0.23365 1.53802
H: 3.41748 0.08722 0.16485
H: 0.83580 1.30447 0.80036
H: 2.21287 1.85829 -0.18751

=====

Record 4
Here is C4H7NOS as an isolated structure at a distorted geometry from the Open Molecules 2025 dataset. Energies are from wB97M-V/def2-TZVPD.

Computed properties:
ΔE to the lowest compared entry with this formula, charge and spin   539.46 kJ/mol
E   -18628.9585 eV
LUMO level   0.5 eV
Gap between HOMO and LUMO   0.369 Eh
HOMO level   -9.50 eV

CARTESIAN COORDINATES (ANGSTROEM)
C: 1.02365 1.39233 -0.70118
C: 0.46646 -0.53789 0.35839
C: -2.19356 -0.50846 0.36200
C: 1.78413 -1.06609 0.05041
H: 2.36767 1.78671 -0.38543
H: 0.35344 2.48673 -0.62069
H: 0.97742 0.46519 -1.71061
H: 0.12101 -1.16804 1.32962
H: -2.25268 -1.10431 1.43015
H: -2.14574 0.62355 0.59391
H: -2.96693 -0.53774 -0.31656
N: 2.85971 -1.56595 0.00612
O: 0.36683 0.82060 0.44718
S: -0.76139 -1.08664 -0.84332

=====

Copy entry 3 word for word.
Here is an isolated ion of composition C5H13N2S and charge +1 at a distorted geometry from the Open Molecules 2025 dataset. Energies are from wB97M-V/def2-TZVPD.

Computed properties:
ΔE to the lowest compared entry with this formula, charge and spin   318.54 kJ/mol
E   -19201.5685 eV
Total charge   +1
LUMO level   -3.2 eV
Gap between HOMO and LUMO   0.374 Eh
SMILES string   CCN(S)[C@@H]1CC[NH2+]1
HOMO level   -13.33 eV

CARTESIAN COORDINATES (ANGSTROEM)
C: -2.48895 -0.66429 0.83787
C: -1.60855 -0.59183 -0.41988
N: -0.60234 0.40918 -0.14725
S: -1.01978 2.06425 -0.12143
C: 0.84750 0.37720 -0.80759
C: 1.66739 -0.90878 -0.43018
C: 2.49225 -0.07133 0.57046
N: 1.65854 1.08134 0.21219
H: -1.82507 -1.09585 1.56128
H: -2.76226 0.35070 1.19847
H: -3.43882 -1.03727 0.60261
H: -0.82784 -1.42257 -0.54832
H: -2.20756 -0.38418 -1.30780
H: -1.14364 2.53218 1.15284
H: 0.71853 0.77821 -1.78943
H: 2.26505 -1.39039 -1.21987
H: 1.05705 -1.74194 -0.06639
H: 2.68591 -0.23365 1.53802
H: 3.41748 0.08722 0.16485
H: 0.83580 1.30447 0.80036
H: 2.21287 1.85829 -0.18751